Entry 1:
9
Properties=species:S:1:pos:R:3:lowdin_charge:R:1 method="wB97M-V/def2-TZVPD" homo_ev=-10.287 smiles="N#[N+][O-].C=C" de_lowest_kcal_mol=70.5 homo_lumo_gap_ev=11.4
C -0.7158 -1.4639 0.0571 -0.089
C -0.8060 -0.5997 1.0571 -0.088
N 1.4851 2.0660 -1.1094 -0.328
N 0.8041 1.6691 -1.8727 0.233
O 2.1558 2.5668 -0.3102 0.096
H 0.2556 -2.0241 0.0472 0.054
H -1.4198 -1.8640 -0.6790 0.052
H -1.7438 -0.1337 1.1363 0.023
H -0.0152 -0.2165 1.6736 0.047


Entry 2:
9
Properties=species:S:1:pos:R:3:lowdin_charge:R:1 method="wB97M-V/def2-TZVPD" homo_ev="-8.910 / -9.414" de_lowest_kcal_mol=61.2 homo_lumo_gap_ev="7.8 / 8.5"
C -0.2275 0.6195 0.6111 -0.287
C -1.1681 -0.1697 -0.1735 -1.024
N 1.8491 -0.2880 0.0338 -0.308
O -0.1829 1.5513 1.3168 0.184
O 1.7039 -1.3507 -0.4884 0.033
O 2.7898 0.3704 0.3248 0.077
Cl -0.9886 0.5094 -1.8193 0.649
Cl -2.8677 -0.0111 0.4049 0.605
H -0.9079 -1.2311 -0.2101 0.071


Entry 3:
24
Properties=species:S:1:pos:R:3:lowdin_charge:R:1 method="wB97M-V/def2-TZVPD" homo_ev=-8.244 smiles="C=CC1=CC1.CP(C)C" de_lowest_kcal_mol=87.7 homo_lumo_gap_ev=9.1
C 0.0670 -1.6035 -1.6097 -0.040
C -3.0564 1.6091 -0.0831 -0.375
C 1.3618 -1.2244 -1.5787 -0.156
C 3.5027 -0.7731 0.2007 -0.098
C 2.1973 -1.3600 -0.4201 -0.195
C 2.6744 -1.8999 0.6612 -0.022
C -0.2086 1.3059 -0.4186 -0.262
C -1.4670 0.3256 1.9313 -0.270
P -1.8408 0.3630 0.0751 0.830
H -0.6144 -1.4903 -2.4119 0.047
H -0.3181 -2.0775 -0.7207 0.047
H -3.9203 1.2200 0.3779 0.011
H -2.9357 2.5780 0.4000 0.049
H 1.6568 -0.5757 -2.4329 0.115
H 4.3555 -1.0715 -0.2684 0.040
H 3.5211 0.1704 0.6710 0.063
H -3.3119 1.7268 -1.1498 0.051
H 2.6540 -2.6394 1.4734 0.103
H -0.1746 1.0740 -1.4540 -0.009
H -0.2151 2.3912 -0.2461 0.039
H 0.5372 1.0527 0.2711 -0.001
H -2.3731 -0.0573 2.1889 -0.033
H -0.7575 -0.3863 2.3925 0.054
H -1.3342 1.3423 2.1508 0.012


Entry 4:
9
Properties=species:S:1:pos:R:3:lowdin_charge:R:1 method="wB97M-V/def2-TZVPD" homo_ev=-9.062 de_lowest_kcal_mol=76.0 homo_lumo_gap_ev=9.9
C 0.4120 -0.6984 -0.5301 -0.240
N 0.9293 0.2025 0.5184 -0.053
N 0.0148 1.1076 -0.0519 -0.162
N -0.7806 0.1599 -0.7287 -0.452
Cl -2.1935 -0.2201 0.3126 0.467
H 1.0403 -0.5402 -1.3843 0.103
H 0.4358 -1.7055 -0.0800 0.120
H 0.6567 -0.1405 1.4436 0.086
H -0.5149 1.8347 0.5004 0.132


Entry 5:
67
Properties=species:S:1:pos:R:3:lowdin_charge:R:1 method="wB97M-V/def2-TZVPD" total_charge=-2 homo_ev=-1.474 de_lowest_kcal_mol=16.7 homo_lumo_gap_ev=5.2
Ca -20.5821 -11.3843 -0.7697 1.100
F -27.8653 -11.3773 -3.0569 0.070
C -26.6421 -11.7386 -2.5783 -0.138
C -25.6727 -10.8126 -2.4627 -0.183
F -25.8241 -9.5306 -2.6937 0.142
C -24.3907 -11.2508 -2.1103 -0.253
F -23.4975 -10.2740 -2.0825 0.102
C -24.0790 -12.5916 -1.9639 -0.509
S -22.3998 -13.1309 -2.2065 0.573
C -25.0965 -13.5548 -2.1486 -0.214
F -24.9979 -14.9334 -2.1271 0.043
C -26.3761 -13.1188 -2.4538 -0.142
F -27.4451 -13.9448 -2.4523 0.081
N -20.1552 -15.8512 2.0347 0.129
C -20.0070 -14.4081 1.5871 -0.528
C -19.1212 -13.6746 2.5430 -0.110
P -19.0812 -14.5311 -0.0754 0.329
O -20.0072 -15.5048 -1.0155 -0.172
O -17.9832 -15.4014 0.4454 -0.344
O -19.0104 -13.1656 -0.6620 -0.418
P -21.7246 -13.7524 1.6507 0.263
O -22.5513 -14.7211 0.6726 -0.204
O -22.1988 -14.0471 3.0808 -0.367
O -21.6337 -12.3959 1.0806 -0.408
H -19.1415 -16.1989 2.0083 0.160
H -20.7717 -16.3622 1.3632 0.149
H -20.6838 -15.9284 2.9335 0.150
H -18.0732 -13.9287 2.6178 0.075
H -19.6493 -13.5175 3.5188 0.093
H -19.0582 -12.6169 2.2381 0.081
H -20.7348 -15.0221 -1.4264 -0.010
H -22.7474 -14.1489 -0.1431 -0.006
Br -18.1195 -7.7430 5.4981 0.677
C -19.3222 -7.3555 4.0649 -0.682
C -19.9884 -6.1592 3.8700 -0.140
C -20.7062 -6.0083 2.7329 -0.095
C -20.7961 -7.0204 1.8082 -0.031
C -20.2934 -8.2396 2.1001 -0.126
C -19.5567 -8.4032 3.2476 -0.103
C -20.4933 -9.3117 1.0433 -0.663
O -21.3895 -9.1499 0.2224 -0.041
O -19.5384 -10.1534 0.9340 -0.149
H -19.8972 -5.3555 4.6672 0.120
H -21.2844 -5.1410 2.5476 0.093
H -21.4016 -6.9559 0.9143 0.122
H -19.2530 -9.4368 3.4871 0.124
C -22.7958 -5.1648 -4.0202 -0.076
C -22.0604 -6.4571 -3.7251 -0.303
C -21.0418 -6.5711 -2.7855 -0.040
C -20.2478 -7.7035 -2.7042 -0.333
C -19.0388 -7.6538 -1.7702 -0.115
C -20.5000 -8.7843 -3.5312 -0.641
Te -19.1428 -10.3692 -3.5968 0.660
C -21.5735 -8.7748 -4.3661 -0.343
C -22.0196 -9.9709 -5.1389 -0.124
C -22.3955 -7.5903 -4.4073 -0.027
H -22.6816 -4.9130 -5.0601 0.055
H -22.3576 -4.2832 -3.4412 0.084
H -23.8490 -5.0821 -3.7741 0.058
H -20.6514 -5.7389 -2.1987 0.106
H -19.2997 -6.9759 -0.8917 0.083
H -18.1692 -7.2220 -2.3036 0.082
H -18.7307 -8.5302 -1.3021 -0.012
H -22.0583 -10.7767 -4.3548 0.048
H -21.2069 -10.2961 -5.7805 0.031
H -22.8965 -9.9297 -5.7567 0.061
H -23.2992 -7.5452 -5.0073 0.106


Entry 6:
54
Properties=species:S:1:pos:R:3:lowdin_charge:R:1 method="wB97M-V/def2-TZVPD" homo_ev=-8.443 smiles="CC(=O)N1CCC2(CC1)CC(=O)c1cc(OCC(=O)N3CCCC3)ccc1O2" de_lowest_kcal_mol=33.9 homo_lumo_gap_ev=8.5
C -7.1637 1.4917 0.7229 0.003
C -6.6574 0.2127 0.0947 -0.506
O -7.4023 -0.5932 -0.4292 0.045
N -5.3174 0.0074 0.1559 -0.058
C -4.3739 0.9616 0.7004 -0.140
H -4.2784 1.8309 0.0342 0.132
C -3.0061 0.3171 0.8940 -0.066
H -2.3305 1.0440 1.3481 0.131
H -3.0987 -0.5268 1.5805 0.139
C -2.4152 -0.2015 -0.4342 -0.434
C -1.6085 0.8903 -1.1374 -0.019
C -0.4086 1.3067 -0.3028 -0.355
O -0.0365 2.4542 -0.2260 0.116
C 0.2577 0.1727 0.3522 -0.071
C 1.5188 0.3508 0.9299 0.078
C 2.1882 -0.7241 1.4852 -0.264
C 1.5866 -1.9889 1.4571 0.017
C 0.3386 -2.1677 0.9076 0.021
C -0.3493 -1.0875 0.3544 -0.204
O -1.5789 -1.3306 -0.1582 0.020
H -0.1287 -3.1393 0.8955 0.123
H 2.1238 -2.8191 1.8879 0.124
O 3.4221 -0.6771 2.0644 -0.062
C 4.0915 0.5617 2.1260 -0.087
C 4.4550 1.2027 0.7804 -0.470
O 4.3966 2.4107 0.6387 0.066
N 4.8537 0.3865 -0.2050 -0.034
C 5.0876 -1.0435 -0.1616 -0.142
C 6.0111 -1.2896 -1.3530 -0.160
H 7.0442 -1.0750 -1.0775 0.115
C 5.5159 -0.2626 -2.3692 -0.163
H 4.6026 -0.6205 -2.8458 0.113
C 5.2164 0.9522 -1.4982 -0.133
H 6.0948 1.5952 -1.3778 0.130
H 4.3987 1.5710 -1.8739 0.128
H 6.2500 -0.0436 -3.1410 0.110
H 5.9500 -2.3128 -1.7172 0.111
H 4.1442 -1.5880 -0.2918 0.123
H 5.5305 -1.3426 0.7894 0.127
H 3.5106 1.3013 2.6908 0.141
H 5.0167 0.3567 2.6750 0.141
H 1.9353 1.3457 0.9011 0.123
H -2.2298 1.7622 -1.3421 0.134
H -1.2295 0.5061 -2.0897 0.150
C -3.5436 -0.7272 -1.3382 -0.069
H -3.1650 -1.5803 -1.9008 0.132
H -3.8436 0.0478 -2.0446 0.132
C -4.7527 -1.1486 -0.5147 -0.124
H -5.5385 -1.5617 -1.1509 0.124
H -4.4634 -1.9127 0.2147 0.136
H -4.7308 1.3220 1.6694 0.124
H -8.2337 1.5562 0.5467 0.085
H -6.9834 1.4871 1.7959 0.083
H -6.6732 2.3592 0.2877 0.081


Entry 7:
42
Properties=species:S:1:pos:R:3:lowdin_charge:R:1 method="wB97M-V/def2-TZVPD" total_charge=-1 homo_ev="-4.104 / -4.095" de_lowest_kcal_mol=19.8 homo_lumo_gap_ev="5.4 / 5.5"
Pd -0.5699 0.4799 -0.3401 0.534
C 1.4491 0.9626 -2.6173 -0.202
Si 2.0395 -0.5425 -1.5612 0.392
C 3.9609 -0.5339 -1.6424 -0.199
C 1.5429 -2.1523 -2.4856 -0.192
N 1.3333 -0.5862 -0.0032 -0.140
C 1.7377 -0.4945 1.2688 -0.343
C 3.0674 -0.2977 1.7008 -0.042
C 3.4050 -0.2925 3.0355 -0.128
C 2.4528 -0.4846 4.0247 -0.133
C 1.1247 -0.6444 3.6536 -0.044
C 0.7986 -0.6345 2.3207 -0.224
F -0.5331 -0.7182 1.9612 -0.040
H 1.8482 0.9113 -3.6286 0.016
H 1.7714 1.9061 -2.1781 0.013
H 0.3521 0.9857 -2.6940 -0.012
H 4.3031 -0.6082 -2.6699 0.014
H 4.3654 -1.3814 -1.0994 0.016
H 4.3859 0.3687 -1.2164 0.011
H 1.8719 -2.1234 -3.5197 0.016
H 0.4672 -2.2993 -2.4837 -0.067
H 1.9901 -3.0206 -2.0134 0.018
H 3.8276 -0.1391 0.9547 0.077
H 4.4374 -0.1283 3.3129 0.091
H 2.7382 -0.4854 5.0660 0.084
H 0.3494 -0.7555 4.3963 0.109
Te -2.0018 -1.3090 -1.4000 0.855
C -3.9601 -0.7867 -0.8455 -1.032
C -4.8878 -1.5747 -0.2315 -0.282
C -6.1519 -0.9654 -0.0993 -0.226
C -6.1797 0.2874 -0.6219 -0.447
S -4.6602 0.7303 -1.2941 0.907
H -4.6526 -2.5641 0.1176 0.086
H -7.0008 -1.4399 0.3622 0.089
H -6.9901 0.9887 -0.6602 0.046
F 0.6108 3.0387 -0.0488 0.023
C -0.6579 2.5634 -0.3843 -0.390
F -1.1543 3.4995 -1.2687 0.042
C -1.4914 2.5929 0.8778 -0.603
F -2.6187 1.8551 0.7234 0.053
F -0.8139 1.9991 1.8849 0.115
F -1.9065 3.7929 1.3444 0.135


Entry 8:
90
Properties=species:S:1:pos:R:3:lowdin_charge:R:1 method="wB97M-V/def2-TZVPD" total_charge=+1 homo_ev="-9.382 / -10.817" multiplicity=3 homo_lumo_gap_ev="5.6 / 3.2"
C 1.4519 2.8816 2.3312 -0.113
C 0.9407 1.5570 3.1145 -0.675
Cl -0.7483 1.1350 2.5402 0.650
C 1.9916 0.3415 3.0903 -0.395
S 1.4814 -1.1166 2.0645 0.842
C 0.1337 -2.1206 2.8677 -0.305
C -0.6624 -2.8558 1.6448 -0.345
O -1.1771 -3.9874 1.7566 0.097
C -0.7452 -2.0253 0.2639 -0.166
C 0.2499 -2.1894 -0.9167 -0.040
C 0.1008 -1.2950 -2.2018 -0.032
C -1.0572 -0.2595 -2.2836 -0.040
C -2.0881 -0.1139 -1.1178 -0.032
C -1.9128 -1.0082 0.1468 -0.042
P 3.2285 -2.4405 2.1500 0.816
O 4.1678 -2.2434 0.7329 -0.303
O 2.5746 -4.0437 2.0211 -0.275
H 0.5779 3.5676 2.0421 0.083
H 2.0261 2.5830 1.3814 0.094
H 2.1074 3.4803 3.0579 0.100
H 0.8406 1.8796 4.2207 0.122
H 2.3111 0.0638 4.1666 0.122
H 2.9571 0.7571 2.6018 0.112
H 0.6195 -2.9247 3.5219 0.105
H -0.5566 -1.4741 3.5144 0.092
H 1.1102 -2.9511 -0.8334 0.086
H 0.8304 -1.3556 -3.0870 0.099
H -1.2064 0.4426 -3.1808 0.104
H -2.9546 0.6238 -1.1281 0.100
H -2.6495 -0.9206 1.0150 0.104
H 3.4964 -2.1632 0.0035 0.051
H 2.1643 -4.0892 1.1181 0.060
C -5.2976 3.0049 6.8482 -0.043
C -5.3085 4.3368 6.0539 -0.482
C -6.5285 4.3452 5.1075 -0.133
C -6.3644 3.3949 3.9236 -0.181
C -5.0623 3.6659 3.1762 -0.133
C -3.8144 3.7135 4.0868 -0.479
N -4.0194 4.5282 5.3196 -0.046
O -3.9438 5.8406 4.9589 -0.016
C -3.3876 2.2823 4.4857 -0.062
C -2.6225 4.2203 3.2278 -0.057
C -5.5094 5.4084 7.1566 -0.043
H -6.0240 3.0281 7.6666 0.087
H -5.5732 2.1370 6.2513 0.058
H -4.3191 2.8217 7.3003 0.091
H -6.6984 5.3580 4.7235 0.127
H -7.4346 4.0749 5.6599 0.127
H -6.3991 2.3526 4.2544 0.102
H -7.2087 3.5215 3.2387 0.116
H -4.9303 2.9030 2.4008 0.121
H -5.1697 4.6200 2.6466 0.125
H -2.5702 2.3068 5.2125 0.090
H -3.0264 1.7228 3.6166 0.016
H -4.1947 1.6809 4.8979 0.061
H -2.8293 5.1808 2.7499 0.081
H -2.3982 3.5172 2.4203 0.051
H -1.7165 4.3262 3.8337 0.084
H -4.6743 5.3989 7.8647 0.091
H -6.4246 5.2164 7.7226 0.086
H -5.6058 6.4209 6.7563 0.079
C 2.7224 -4.3146 -7.2393 -0.042
C 3.1808 -2.8391 -7.1050 -0.483
C 4.4647 -2.6363 -7.9386 -0.132
C 5.6890 -3.2962 -7.3080 -0.179
C 5.8730 -2.8477 -5.8615 -0.132
C 4.6012 -2.9875 -4.9948 -0.486
N 3.3732 -2.4711 -5.6678 -0.048
O 3.4080 -1.1096 -5.5936 -0.033
C 4.3831 -4.4655 -4.5990 -0.041
C 4.8760 -2.2860 -3.6363 -0.051
C 2.0185 -2.0438 -7.7542 -0.045
H 2.2162 -4.4845 -8.1948 0.087
H 3.5420 -5.0307 -7.2234 0.060
H 2.0103 -4.5809 -6.4536 0.091
H 4.6671 -1.5656 -8.0612 0.126
H 4.3240 -3.0354 -8.9486 0.128
H 5.6114 -4.3861 -7.3574 0.104
H 6.5801 -3.0314 -7.8856 0.117
H 6.6949 -3.4163 -5.4132 0.126
H 6.1998 -1.8010 -5.8719 0.124
H 3.4318 -4.5927 -4.0738 0.087
H 5.1717 -4.8103 -3.9225 0.086
H 4.4050 -5.1543 -5.4399 0.061
H 5.1881 -1.2459 -3.7568 0.078
H 5.6834 -2.7870 -3.0943 0.085
H 3.9876 -2.3059 -2.9955 0.067
H 1.0851 -2.2000 -7.2032 0.088
H 1.8525 -2.3697 -8.7840 0.086
H 2.2107 -0.9687 -7.8023 0.077


Record order is preserved below.
DFT total energy: -7163.421, -34762.525, -17823.232, -18090.264, -181917.894, -35417.686, -63096.568, -76744.276 eV